Version one
The following is a DFT calculation (the ωB97M-V functional and the def2-TZVPD basis) of a 5-piece molecular cluster, H11O5 overall.

Calculated values
Molecular weight (g mol⁻¹): 91.08
Orbital gap (eV): 12.28
Total charge: +1
LUMO energy (Ha): -0.1205
E_HOMO (eV): -15.56

Positions of all 16 atoms, in Å:
O: 12.051 20.776 20.309
H: 11.829 20.455 21.111
H: 11.212 21.171 20.035
H: 12.707 21.421 20.498
O: 11.217 19.046 22.073
H: 11.408 19.009 22.936
H: 10.339 18.695 22.272
O: 9.796 21.490 19.305
H: 9.047 21.723 19.826
H: 9.668 22.041 18.646
O: 14.775 20.727 21.314
H: 15.309 21.236 20.561
H: 14.962 19.833 21.400
O: 12.325 23.333 21.526
H: 12.300 24.260 21.359
H: 12.893 22.814 22.370


Version two
The following is a DFT calculation (the ωB97M-V functional and the def2-TZVPD basis) of a 5-piece molecular cluster, H11O5 overall.

Calculated values
Molecular weight (g mol⁻¹): 91.08
Orbital gap (eV): 12.54
Total charge: +1
LUMO energy (Ha): -0.1295
E_HOMO (eV): -16.07

Positions of all 16 atoms, in Å:
O: 0.179 -0.368 -1.186
H: -0.166 -0.872 -0.686
H: -0.420 0.387 -1.076
H: 1.077 -0.071 -0.707
O: -1.451 -2.110 0.077
H: -1.062 -2.955 0.367
H: -1.955 -1.865 0.822
O: 2.512 -0.897 0.329
H: 2.946 -0.101 0.482
H: 2.498 -1.074 1.209
O: -2.023 1.082 -0.894
H: -1.934 2.050 -0.903
H: -2.932 0.972 -0.803
O: 0.748 1.718 0.672
H: 0.476 2.602 0.870
H: 1.507 1.501 1.426


Stability summary: most stable version one, least stable version two.


Version one
The following is a DFT calculation (the ωB97M-V functional and the def2-TZVPD basis) of C22H20Br4CrN4O5P as an isolated structure.

Calculated values
Molecular weight (g mol⁻¹): 823.01
Orbital gap (alpha / beta) (eV): 7.34 / 7.22
LUMO energy (alpha / beta) (Ha): -0.0142 / -0.0215
2S+1: 4
<S²>: 3.771
E_HOMO (alpha / beta) (eV): -7.73 / -7.81

Positions of all 57 atoms, in Å:
Cr: 0.127 0.250 -0.089
N: -0.819 -0.779 3.293
N: -1.708 0.297 3.271
C: -1.536 1.368 2.379
O: -2.124 2.404 2.677
O: -0.785 1.236 1.334
H: -1.307 -1.603 3.607
H: -0.040 -0.604 3.918
H: -2.069 0.613 4.154
Br: 2.143 -2.035 -4.114
C: 0.520 -2.393 -3.228
C: -0.323 -3.418 -3.689
C: -1.511 -3.688 -3.071
Br: -2.607 -5.083 -3.744
C: -1.923 -2.945 -1.944
C: -3.133 -3.103 -1.232
C: -3.397 -2.302 -0.156
C: -2.461 -1.339 0.248
N: -1.325 -1.170 -0.392
C: -1.053 -1.937 -1.488
C: 0.187 -1.617 -2.130
O: 0.901 -0.644 -1.641
H: -0.022 -3.998 -4.551
H: -3.843 -3.853 -1.554
H: -4.323 -2.396 0.394
H: -2.638 -0.706 1.109
Br: 3.774 3.666 0.723
C: 3.675 1.866 1.276
C: 4.708 1.306 2.045
C: 4.670 -0.003 2.432
Br: 6.113 -0.711 3.441
C: 3.580 -0.828 2.081
C: 3.435 -2.198 2.382
C: 2.323 -2.871 1.951
C: 1.325 -2.190 1.243
N: 1.423 -0.912 0.963
C: 2.539 -0.233 1.341
C: 2.576 1.122 0.879
O: 1.603 1.539 0.127
H: 5.551 1.923 2.324
H: 4.208 -2.708 2.939
H: 2.196 -3.926 2.157
H: 0.425 -2.697 0.917
C: -2.629 3.443 -0.531
P: -1.264 2.853 -1.518
C: -1.679 3.216 -3.229
C: 0.167 3.844 -1.105
O: -1.020 1.356 -1.418
H: -2.764 4.516 -0.695
H: -2.436 3.244 0.524
H: -3.536 2.913 -0.825
H: -1.847 4.285 -3.381
H: -2.580 2.661 -3.490
H: -0.857 2.876 -3.860
H: 0.024 4.876 -1.436
H: 1.041 3.408 -1.590
H: 0.324 3.810 -0.028


Version two
The following is a DFT calculation (the ωB97M-V functional and the def2-TZVPD basis) of C22H20Br4CrN4O5P as an isolated structure.

Calculated values
Molecular weight (g mol⁻¹): 823.01
Orbital gap (alpha / beta) (eV): 7.51 / 7.41
LUMO energy (alpha / beta) (Ha): -0.0129 / -0.0206
2S+1: 4
<S²>: 3.770
E_HOMO (alpha / beta) (eV): -7.86 / -7.97

Positions of all 57 atoms, in Å:
Cr: -0.690 0.238 -0.513
N: -1.432 1.260 2.779
N: -0.423 0.361 3.121
C: 0.450 -0.170 2.182
O: 1.158 -1.111 2.539
O: 0.497 0.377 0.987
H: -1.539 1.921 3.530
H: -2.302 0.764 2.618
H: -0.568 -0.245 3.906
Br: -4.400 -1.962 2.056
C: -4.177 -1.775 0.194
C: -5.048 -2.444 -0.692
C: -4.897 -2.341 -2.042
Br: -6.104 -3.255 -3.184
C: -3.850 -1.562 -2.590
C: -3.557 -1.391 -3.962
C: -2.512 -0.595 -4.344
C: -1.725 0.035 -3.366
N: -1.956 -0.128 -2.090
C: -3.003 -0.906 -1.683
C: -3.142 -0.994 -0.260
O: -2.298 -0.324 0.489
H: -5.854 -3.043 -0.289
H: -4.166 -1.894 -4.703
H: -2.272 -0.456 -5.390
H: -0.882 0.668 -3.629
Br: 3.641 1.640 -2.684
C: 2.270 2.681 -1.912
C: 2.451 4.074 -1.768
C: 1.477 4.863 -1.239
Br: 1.762 6.733 -1.114
C: 0.262 4.297 -0.789
C: -0.841 4.990 -0.241
C: -1.953 4.303 0.153
C: -1.987 2.906 0.032
N: -0.982 2.242 -0.478
C: 0.130 2.907 -0.907
C: 1.111 2.060 -1.517
O: 0.810 0.789 -1.672
H: 3.381 4.521 -2.090
H: -0.800 6.067 -0.152
H: -2.805 4.820 0.573
H: -2.834 2.320 0.370
C: 0.863 -3.810 -2.033
P: 0.940 -2.652 -0.669
C: 1.046 -3.603 0.827
C: 2.454 -1.730 -0.802
O: -0.297 -1.774 -0.708
H: 1.616 -4.597 -1.935
H: 1.014 -3.271 -2.970
H: -0.134 -4.254 -2.035
H: 1.951 -4.217 0.826
H: 0.161 -4.240 0.913
H: 1.061 -2.892 1.658
H: 3.316 -2.404 -0.802
H: 2.498 -1.060 0.061
H: 2.438 -1.123 -1.707


Stability summary: most stable version two, least stable version one.